{
  "formula": "C16H21BrN3PdS2Si",
  "method": "the ωB97M-V functional and the def2-TZVPD basis",
  "homo_energy_ev": -11.0069,
  "energy_ev": -124468.99027,
  "molar_mass_g_mol": 533.91,
  "gap_ev": 7.09,
  "total_charge": 1,
  "species": ["Pd", "C", "C", "N", "C", "C", "S", "C", "C", "S", "C", "N", "C", "H", "H", "H", "H", "H", "H", "H", "H", "C", "Si", "C", "C", "H", "H", "H", "H", "H", "H", "H", "H", "H", "Br", "C", "C", "C", "C", "N", "C", "H", "H", "H", "H"],
  "positions_angstrom": [[-0.507340, 0.306837, -0.551512], [-4.017563, 1.212236, -0.148198], [-3.048964, 1.974196, 0.671204], [-1.764289, 1.898171, 0.499787], [-1.059008, 2.675060, 1.383176], [-1.850678, 3.370128, 2.255232], [-3.509649, 3.041638, 1.962341], [0.389585, 2.614990, 1.316284], [1.304700, 3.265524, 2.094483], [2.899733, 2.779945, 1.692793], [2.251688, 1.717828, 0.487420], [0.956908, 1.755975, 0.406537], [3.111755, 0.836844, -0.334359], [-3.459903, 0.562929, -0.835481], [-4.653530, 1.883349, -0.725045], [-4.668013, 0.607574, 0.482208], [-1.561601, 4.033069, 3.045450], [1.132499, 3.982804, 2.870860], [4.038277, 0.610635, 0.185048], [3.369463, 1.326415, -1.274722], [2.569130, -0.088668, -0.548220], [0.069571, -3.231929, 0.483692], [-0.620415, -1.502552, 1.014516], [-2.436945, -1.711851, 1.665604], [0.408991, -0.902421, 2.548439], [0.235237, -3.823368, 1.380080], [1.016335, -3.161276, -0.045003], [-0.632251, -3.772443, -0.143808], [-2.456555, -2.526948, 2.383227], [-3.150360, -1.947200, 0.881673], [-2.773348, -0.814422, 2.177913], [0.348137, -1.649865, 3.333213], [0.018180, 0.029064, 2.949742], [1.459227, -0.756232, 2.316268], [3.978570, 0.354207, -4.086073], [2.416841, -0.606491, -3.567160], [2.337343, -1.979789, -3.750324], [1.176080, -2.618901, -3.332471], [0.178057, -1.874078, -2.730836], [0.271281, -0.554277, -2.527677], [1.361315, 0.077807, -2.973604], [3.148654, -2.526579, -4.207650], [1.066080, -3.684662, -3.459665], [-0.740217, -2.340433, -2.393469], [1.396994, 1.157160, -2.851909]],
  "atomic_forces_ev_per_a": [[-0.378, -0.941, -0.396], [-0.162, -0.195, -0.231], [-0.279, 0.311, 0.377], [0.078, -0.690, 0.103], [-0.696, 0.486, 0.595], [0.132, -0.281, -0.379], [0.484, -0.336, -0.536], [0.976, 0.370, 0.394], [-0.095, -0.180, -0.261], [-0.534, -0.210, -0.282], [0.188, 0.403, 0.513], [0.239, -0.035, 0.225], [0.084, -0.105, -0.127], [-0.186, 0.149, 0.188], [-0.001, 0.011, -0.041], [-0.007, -0.077, -0.016], [0.134, 0.147, 0.141], [-0.086, 0.162, 0.175], [0.081, -0.093, 0.003], [0.025, -0.057, -0.031], [0.163, 0.099, 0.020], [-0.351, 1.148, -0.245], [-0.107, -0.036, 1.100], [0.906, 0.351, -0.747], [-0.442, -0.016, -1.119], [-0.041, 0.053, 0.266], [0.133, 0.048, -0.055], [-0.131, -0.050, -0.118], [0.153, -0.200, 0.127], [-0.075, -0.036, -0.156], [0.022, 0.178, 0.038], [-0.117, -0.268, 0.086], [-0.094, 0.152, -0.008], [0.186, 0.026, -0.099], [-0.444, -0.227, 0.095], [0.103, 0.273, -0.149], [-0.250, 0.176, 0.157], [0.233, 0.149, -0.105], [-0.158, -0.095, 0.052], [-0.009, -0.265, 0.530], [0.232, -0.084, -0.162], [0.038, -0.011, -0.007], [-0.080, -0.054, -0.015], [0.098, 0.006, 0.011], [0.035, -0.156, 0.089]]
}